This record from the OMol25 dataset describes a cluster of 2 separate species, C4H5N in total in a non-equilibrium geometry. The level of theory is ωB97M-V with the def2-TZVPD basis set.

Results
Energy above the lowest of the compared OMol25 structures with the same formula, charge and spin (kcal per mole): 142.2
HOMO level (spin up / spin down) (eV): -9.05 / -9.05
2S+1: 1
Total charge: 0
Gap between HOMO and LUMO (spin up / spin down) (eV): 8.90 / 8.90

Cartesian coordinates (Å):
C1 0.161 0.935 0.592
C2 0.465 -1.339 -1.279
C3 1.351 -0.612 -0.637
C4 -1.192 1.055 1.044
N1 0.175 1.563 1.721
H1 0.658 -2.161 -1.890
H2 -0.541 -1.030 -1.248
H3 2.460 -0.478 -0.393
H4 -1.804 1.764 0.487
H5 -1.732 0.304 1.603

Here are the natural (NBO) charges for atoms 1 to 2, given in e: 0.207, -0.467